1.
{
  "formula": "C3H11NS2",
  "method": "ωB97M-V with the def2-TZVPD basis set",
  "smiles": "CCN.CSS",
  "homo_ev": -8.66,
  "homo_lumo_gap_ev": 9.24,
  "largest_force_ha_per_bohr": 0.020,
  "lumo_ev": 0.57,
  "relative_energy_kcal_mol": 5.3,
  "species": ["C", "C", "N", "H", "H", "H", "H", "H", "H", "H", "C", "S", "S", "H", "H", "H", "H"],
  "coordinates": [[-1.93076, -0.23227, 0.31553], [-1.25636, 0.27823, -0.94866], [-0.76664, 1.63205, -0.76762], [-1.42489, 0.14141, 1.20208], [-2.03865, -1.31138, 0.28126], [-2.96857, 0.12015, 0.40353], [-1.93020, 0.11679, -1.79171], [-0.39143, -0.36277, -1.12562], [-0.13418, 1.89302, -1.51239], [-1.52474, 2.30756, -0.77092], [2.15646, 0.22012, 0.82879], [1.80317, -1.22441, 1.85958], [1.21488, -2.56979, 0.38389], [1.22841, 0.77031, 0.64207], [2.88744, 0.91769, 1.25335], [2.64197, -0.11744, -0.07924], [2.43407, -2.57924, -0.17392]],
  "atomic_forces_ev_per_a": [[-0.9308, 0.4139, -0.1436], [0.1726, -0.6619, 0.4180], [-0.0719, 0.4213, -0.1084], [0.2890, -0.3820, 0.0844], [0.3499, -0.2293, 0.2469], [0.1636, 0.2088, -0.1398], [-0.0772, 0.2087, -0.2419], [0.1085, 0.0544, -0.0758], [-0.0336, 0.0332, -0.0690], [0.0676, -0.0804, 0.0379], [-0.1446, 0.5510, -0.1160], [0.1539, -0.1091, -0.0138], [0.1961, 0.4696, 0.2970], [0.2388, -0.1135, -0.2799], [-0.2238, -0.3489, 0.5686], [-0.2374, -0.0908, -0.3131], [-0.0209, -0.3449, -0.1515]]
}



2.
{
  "formula": "C3H11O",
  "method": "ωB97M-V with the def2-TZVPD basis set",
  "total_charge": 2,
  "homo_ev": [-21.27, -22.12],
  "homo_lumo_gap_ev": [12.23, 8.17],
  "spin_multiplicity": 2,
  "largest_force_ha_per_bohr": 0.027,
  "lumo_ev": [-9.03, -13.95],
  "relative_energy_kcal_mol": 13.9,
  "species": ["O", "H", "H", "H", "C", "C", "C", "H", "H", "H", "H", "H", "H", "H", "H"],
  "coordinates": [[0.12179, -1.71184, 2.50586], [0.24122, -1.10021, 3.26546], [0.94889, -2.17962, 2.26037], [-0.35056, -1.32791, 1.74745], [0.10143, 1.40648, 0.05041], [0.48577, 0.28683, -0.78649], [-0.72166, -0.21792, -1.84859], [-0.65955, 2.08716, -0.38405], [0.92314, 2.17486, -0.03565], [-0.13111, 1.27752, 1.10357], [0.84582, -0.54137, -0.18583], [1.16031, 0.70656, -1.56889], [-0.41311, -0.82830, -2.69176], [-1.42176, -0.73918, -1.18861], [-1.13063, 0.70695, -2.24324]],
  "atomic_forces_ev_per_a": [[0.2302, -0.1589, 0.2389], [-0.0742, -0.0456, 0.0715], [-0.0077, -0.1296, 0.1126], [-0.1525, -0.0117, 0.1026], [-0.3781, 0.8383, 0.0658], [-0.0206, 0.6240, 1.0875], [-0.6626, 0.3740, -1.1756], [0.0347, -0.1005, -0.2068], [0.0593, -0.0140, 0.1328], [0.1507, -0.2553, 0.0074], [0.2070, -0.3632, -0.6283], [-0.1675, -0.6726, -0.5479], [0.6031, -0.1588, 0.3188], [0.2482, 0.0182, 0.3346], [-0.0700, 0.0558, 0.0862]]
}



3.
{
  "formula": "C3H11O3",
  "method": "ωB97M-V with the def2-TZVPD basis set",
  "total_charge": -1,
  "homo_ev": -3.99,
  "homo_lumo_gap_ev": 7.99,
  "largest_force_ha_per_bohr": 0.023,
  "lumo_ev": 4.00,
  "relative_energy_kcal_mol": 9.4,
  "species": ["C", "O", "C", "C", "H", "H", "H", "H", "H", "H", "H", "H", "H", "O", "H", "H", "O"],
  "coordinates": [[-0.21967, 0.13157, -0.62425], [-0.59462, 1.01495, 0.34954], [0.60359, -1.05354, -0.12202], [1.05160, -1.96858, -1.25653], [0.33791, 0.63769, -1.43887], [-1.11404, -0.32211, -1.11469], [0.10681, -1.69920, 0.60522], [1.48094, -0.64915, 0.37962], [1.44759, -2.96976, -1.04686], [1.88978, -1.50287, -1.77752], [0.28234, -2.30771, -1.94923], [-1.56703, 3.46471, -0.04216], [-0.33760, 2.69702, 0.38903], [-0.67705, 3.63314, 0.27971], [-1.45638, -0.02434, 2.94252], [-0.67981, 0.67033, 1.72350], [-0.55434, 0.24784, 2.70300]],
  "atomic_forces_ev_per_a": [[-0.7971, -0.2527, 0.3166], [0.0302, 0.4933, -0.2006], [0.4583, -0.9029, -0.1115], [0.8293, -0.5755, -0.5776], [0.1360, -0.1440, -0.0014], [0.0514, 0.0632, -0.1686], [-0.4507, 0.5700, 0.1962], [0.1476, -0.0309, 0.1602], [0.2095, 0.1634, 1.0883], [-0.2566, 0.1377, -0.5600], [-0.4476, 0.8681, -0.3273], [0.0809, -0.0868, 0.0467], [-0.4995, 0.0510, -0.2094], [0.2972, 0.1363, 0.0438], [0.5234, 0.1412, -0.0569], [0.6077, -0.8421, 0.4747], [-0.9199, 0.2108, -0.1131]]
}



4.
{
  "formula": "C3H11O4",
  "method": "ωB97M-V with the def2-TZVPD basis set",
  "total_charge": -1,
  "homo_ev": -4.48,
  "homo_lumo_gap_ev": 8.07,
  "largest_force_ha_per_bohr": 0.088,
  "lumo_ev": 3.59,
  "relative_energy_kcal_mol": 109.4,
  "species": ["C", "O", "C", "C", "O", "H", "H", "H", "H", "H", "H", "H", "H", "H", "O", "H", "H", "O"],
  "coordinates": [[-0.23238, -0.51867, 0.57293], [0.45820, 0.37950, 1.39748], [-0.92845, 0.16380, -0.66425], [-2.32715, 0.74087, -0.39167], [-3.15723, -0.83375, -0.10491], [0.37000, -1.25232, 0.03232], [-1.09393, -0.93574, 1.07455], [-1.21518, -0.61724, -1.41073], [-0.45049, 0.96273, -1.22828], [-2.39264, 1.26288, 0.56494], [-2.59359, 1.49397, -1.16228], [-3.39130, 0.15720, -0.61789], [1.43661, 0.60339, 0.99318], [3.16986, 1.61380, 0.59871], [2.77708, 0.74825, 0.73486], [2.77470, -0.17259, -0.55069], [3.12529, -1.55506, -1.15622], [2.57051, -0.77863, -1.30739]],
  "atomic_forces_ev_per_a": [[-0.1836, 1.9726, -1.5875], [-0.4086, -0.5279, -0.5605], [-1.8117, -0.0833, -0.7361], [3.3958, -0.2240, 2.1160], [-0.2920, 4.2428, -1.4798], [0.4220, -0.3583, 0.7848], [0.0976, -0.6165, 0.5063], [0.7252, 0.3456, 0.3214], [1.0497, -0.1380, 0.3124], [-0.1597, -0.3621, 0.0609], [-0.6492, -0.9251, -0.2180], [-2.2291, -3.2225, 0.2882], [-0.2661, -0.0366, 0.5983], [-0.1817, 0.0214, -0.0050], [0.5450, 0.0015, -0.1992], [-0.0461, 0.6556, 0.7832], [-0.1951, 0.2536, -0.0242], [0.1875, -0.9988, -0.9610]]
}



5.
{
  "formula": "C3H12BGaMgNO3S",
  "method": "ωB97M-V with the def2-TZVPD basis set",
  "total_charge": 1,
  "homo_ev": -10.14,
  "homo_lumo_gap_ev": 3.11,
  "largest_force_ha_per_bohr": 0.117,
  "lumo_ev": -7.04,
  "species": ["C", "N", "C", "B", "O", "Ga", "S", "C", "O", "O", "H", "H", "H", "H", "H", "H", "H", "H", "H", "H", "H", "H", "Mg"],
  "coordinates": [[-1.15828, -2.81331, -0.92177], [0.18263, -2.20887, -1.00387], [0.57275, -1.80044, -2.36520], [0.46243, -1.19315, -0.03118], [1.61221, -1.13042, 0.63121], [-1.03383, 0.31040, 0.30709], [-0.02154, 2.03383, 1.65930], [0.47884, 3.52116, 0.87486], [-0.87516, 2.56937, 2.70033], [1.30271, 1.68961, 2.26851], [-1.07012, -3.84652, -0.65323], [-1.76695, -2.34723, -0.16763], [-1.66739, -2.75535, -1.86049], [0.03715, -2.38136, -3.08284], [0.38527, -0.75488, -2.55076], [1.62521, -1.94661, -2.49972], [2.21823, -1.83565, 0.35157], [-2.18314, -0.29485, 1.18722], [-1.64819, 0.95064, -0.98603], [-0.32931, 4.21872, 0.83288], [0.89909, 3.43681, -0.10418], [1.12972, 3.69785, 1.74765], [0.84767, 2.88026, 3.66628]],
  "atomic_forces_ev_per_a": [[0.7796, 0.1619, 0.0632], [-0.4942, -0.1407, -0.4333], [0.2463, -0.0915, 0.8871], [-1.1340, 0.8033, 0.0326], [1.6033, 0.1013, 0.3963], [-0.4547, -2.0658, -1.0367], [-0.3536, -2.3043, -5.5494], [-0.5285, 0.1014, 0.4605], [-1.1793, 1.6013, 3.9206], [1.1114, -0.7200, 1.3216], [0.0102, -0.7086, 0.1275], [-0.3581, 0.3186, 0.3899], [-0.4130, 0.1166, -0.6076], [-0.2540, -0.4103, -0.5107], [-0.3271, 0.6162, -0.1889], [0.6676, -0.2280, -0.2323], [-0.0651, -0.0751, 0.1519], [-0.0429, 0.4893, 0.5362], [0.2055, 0.6752, 0.1381], [-0.6411, 0.3788, 0.0792], [0.9680, -0.2143, -0.2540], [0.8408, 1.5353, -1.2095], [-0.1872, 0.0592, 1.5180]]
}



6.
{
  "formula": "C3H12N",
  "method": "ωB97M-V with the def2-TZVPD basis set",
  "total_charge": 1,
  "homo_ev": -13.44,
  "homo_lumo_gap_ev": 8.66,
  "largest_force_ha_per_bohr": 0.037,
  "lumo_ev": -4.78,
  "relative_energy_kcal_mol": 16.6,
  "species": ["N", "H", "H", "H", "H", "C", "C", "C", "H", "H", "H", "H", "H", "H", "H", "H"],
  "coordinates": [[3.28386, 2.12031, 2.66419], [4.19580, 2.49388, 2.92376], [2.64132, 2.92762, 2.68675], [3.32816, 1.84672, 1.67935], [2.90030, 1.49589, 3.37580], [-2.23689, -1.05141, -2.25931], [-1.29601, -1.53464, -1.15517], [-0.85238, -0.46310, -0.18487], [-1.68771, -0.40521, -2.93634], [-3.09768, -0.54227, -1.91707], [-2.54710, -1.91368, -2.84860], [-0.47081, -2.07118, -1.62183], [-1.80259, -2.30990, -0.57938], [-0.39793, -0.98481, 0.65508], [-0.26632, 0.30615, -0.68987], [-1.69403, 0.08562, 0.20750]],
  "atomic_forces_ev_per_a": [[-0.5775, 1.8268, -0.0174], [0.2487, -0.2234, 0.2830], [0.1546, -0.0245, -0.0776], [-0.1873, -0.8558, 0.2498], [0.3408, -0.7370, -0.4519], [1.3554, -0.8880, -0.4844], [-0.9064, -0.3645, -0.1802], [-0.1274, -0.1314, -0.2960], [-0.0050, 0.2947, -0.1669], [-0.9067, 0.5428, 0.5542], [-0.1698, 0.0389, -0.0603], [0.3239, 0.2420, 0.0385], [-0.1717, -0.0482, 0.0798], [0.6203, 0.5037, 0.0999], [0.5862, -0.1920, 0.2360], [-0.5781, 0.0160, 0.1936]]
}



What did the second record say?
{
  "formula": "C3H11O",
  "method": "ωB97M-V with the def2-TZVPD basis set",
  "total_charge": 2,
  "homo_ev": [-21.27, -22.12],
  "homo_lumo_gap_ev": [12.23, 8.17],
  "spin_multiplicity": 2,
  "largest_force_ha_per_bohr": 0.027,
  "lumo_ev": [-9.03, -13.95],
  "relative_energy_kcal_mol": 13.9,
  "species": ["O", "H", "H", "H", "C", "C", "C", "H", "H", "H", "H", "H", "H", "H", "H"],
  "coordinates": [[0.12179, -1.71184, 2.50586], [0.24122, -1.10021, 3.26546], [0.94889, -2.17962, 2.26037], [-0.35056, -1.32791, 1.74745], [0.10143, 1.40648, 0.05041], [0.48577, 0.28683, -0.78649], [-0.72166, -0.21792, -1.84859], [-0.65955, 2.08716, -0.38405], [0.92314, 2.17486, -0.03565], [-0.13111, 1.27752, 1.10357], [0.84582, -0.54137, -0.18583], [1.16031, 0.70656, -1.56889], [-0.41311, -0.82830, -2.69176], [-1.42176, -0.73918, -1.18861], [-1.13063, 0.70695, -2.24324]],
  "atomic_forces_ev_per_a": [[0.2302, -0.1589, 0.2389], [-0.0742, -0.0456, 0.0715], [-0.0077, -0.1296, 0.1126], [-0.1525, -0.0117, 0.1026], [-0.3781, 0.8383, 0.0658], [-0.0206, 0.6240, 1.0875], [-0.6626, 0.3740, -1.1756], [0.0347, -0.1005, -0.2068], [0.0593, -0.0140, 0.1328], [0.1507, -0.2553, 0.0074], [0.2070, -0.3632, -0.6283], [-0.1675, -0.6726, -0.5479], [0.6031, -0.1588, 0.3188], [0.2482, 0.0182, 0.3346], [-0.0700, 0.0558, 0.0862]]
}